[1]
{
  "formula": "C3H9N2O",
  "method": "ωB97M-V with the def2-TZVPD basis set",
  "elements": ["C", "C", "C", "N", "O", "N", "H", "H", "H", "H", "H", "H", "H", "H", "H"],
  "coordinates": [[-1.0749, -0.2429, -0.7539], [-0.4656, 0.6232, 0.3902], [1.1003, 0.4486, 0.4451], [1.7346, 1.5911, 0.8082], [1.6041, -0.6530, 0.0983], [-0.6622, -1.7424, -0.5399], [-2.3324, -0.2457, -0.9476], [-0.6504, 0.0059, -1.7411], [-0.9996, 0.4799, 1.4149], [-0.7145, 1.7505, 0.2487], [2.7716, 1.6850, 0.9203], [1.2316, 2.4818, 0.7243], [-1.2335, -2.2639, 0.2153], [-0.5664, -2.3702, -1.2984], [0.2574, -1.5479, 0.0156]],
  "lowdin_charge": [-0.125, -0.104, -0.455, 0.180, 0.016, 0.138, 0.199, 0.123, 0.156, 0.145, 0.159, 0.124, 0.199, 0.136, 0.109],
  "gap_ha": 0.4274,
  "smiles": "NC(=O)CC[NH3+]",
  "e_lumo_ev": -3.2285,
  "e_above_lowest_kcal_mol": 28.51,
  "homo_ev": -14.860,
  "total_charge": 1,
  "fmax_ev_per_a": 5.0
}



[2]
{
  "formula": "C16H36ClInO8PS",
  "method": "ωB97M-V with the def2-TZVPD basis set",
  "elements": ["S", "P", "In", "Cl", "H", "H", "H", "H", "O", "C", "O", "C", "C", "C", "H", "H", "H", "H", "H", "H", "H", "H", "O", "C", "O", "C", "C", "C", "H", "H", "H", "H", "H", "H", "H", "H", "O", "C", "O", "C", "C", "C", "H", "H", "H", "H", "H", "H", "H", "H", "O", "C", "O", "C", "C", "C", "H", "H", "H", "H", "H", "H", "H", "H"],
  "coordinates": [[0.5290, -0.5810, -0.0724], [1.4774, 0.3870, -1.5568], [2.0585, -1.0497, -3.6335], [4.5016, -0.8510, -3.6438], [0.7379, 1.5132, -1.9535], [2.6364, 1.0199, -1.0734], [1.5729, -2.6771, -3.2973], [1.3783, -0.3698, -5.0496], [-5.6932, 0.2637, -1.0023], [-5.0986, -0.4700, -0.2549], [-3.8930, -0.9291, -0.6133], [-3.0832, -1.7106, 0.2871], [-3.4532, -3.1775, 0.2586], [-5.7172, -0.9193, 1.0572], [-3.1354, -1.2999, 1.2935], [-2.0573, -1.5793, -0.0494], [-4.4785, -3.3501, 0.5897], [-2.7845, -3.7366, 0.9139], [-3.3530, -3.5663, -0.7549], [-6.3843, -1.7550, 0.8456], [-6.3134, -0.0952, 1.4393], [-5.0042, -1.2278, 1.8161], [0.8930, 2.3827, -5.7604], [1.5552, 3.3099, -5.4010], [2.3929, 3.1186, -4.3503], [3.3366, 4.0936, -3.9147], [2.7209, 5.1113, -2.9760], [1.4466, 4.6859, -6.0296], [3.8239, 4.5684, -4.7687], [4.0969, 3.5110, -3.3968], [1.9419, 5.6941, -3.4685], [3.4852, 5.7991, -2.6115], [2.2731, 4.6030, -2.1224], [0.5911, 5.1931, -5.5832], [1.2480, 4.5480, -7.0885], [2.3251, 5.3138, -5.9106], [-2.0384, -1.1293, 3.3391], [-1.3989, -0.1143, 3.4287], [-0.2958, -0.1308, 4.2082], [0.6479, 0.9460, 4.1981], [0.2403, 2.0793, 5.1163], [-1.8073, 1.1421, 2.7079], [0.8252, 1.2804, 3.1757], [1.5721, 0.4890, 4.5481], [-0.6938, 2.5398, 4.7946], [1.0143, 2.8477, 5.1273], [0.1023, 1.7087, 6.1321], [-2.6048, 1.6612, 3.2392], [-2.1810, 0.8076, 1.7425], [-0.9946, 1.8370, 2.5230], [-0.1396, -5.5040, 3.0269], [0.4400, -4.6225, 2.4468], [1.1752, -4.9563, 1.3620], [1.7430, -3.9627, 0.4842], [3.0698, -3.4355, 0.9837], [0.4138, -3.1882, 2.9174], [1.0325, -3.1583, 0.2972], [1.8779, -4.4912, -0.4575], [2.9611, -2.9128, 1.9342], [3.4848, -2.7387, 0.2555], [3.7727, -4.2577, 1.1260], [1.1410, -3.0823, 3.7234], [-0.5727, -2.9678, 3.3116], [0.6399, -2.4574, 2.1442]],
  "lowdin_charge": [-0.009, 0.127, 0.030, -0.262, -0.116, -0.112, -0.134, -0.132, 0.083, -0.537, 0.009, -0.241, -0.048, 0.011, 0.073, 0.055, 0.066, 0.081, 0.084, 0.090, 0.084, 0.068, 0.095, -0.520, -0.021, -0.241, -0.066, 0.009, 0.110, 0.126, 0.066, 0.078, 0.080, 0.092, 0.087, 0.064, 0.081, -0.519, -0.008, -0.235, -0.068, 0.014, 0.109, 0.123, 0.066, 0.079, 0.080, 0.096, 0.079, 0.070, 0.081, -0.525, -0.012, -0.246, -0.068, 0.008, 0.028, 0.121, 0.065, 0.079, 0.077, 0.098, 0.069, 0.027],
  "gap_ha": 0.2675,
  "e_lumo_ev": 2.2943,
  "e_above_lowest_kcal_mol": 0.00,
  "homo_ev": -4.985,
  "total_charge": -1,
  "fmax_ev_per_a": 0.5
}



[3]
{
  "formula": "C35H31InN7O3PS2",
  "method": "ωB97M-V with the def2-TZVPD basis set",
  "elements": ["In", "O", "C", "O", "C", "C", "C", "N", "C", "C", "C", "C", "C", "C", "C", "N", "C", "C", "C", "C", "C", "N", "H", "H", "H", "H", "H", "H", "H", "H", "H", "H", "N", "C", "O", "C", "C", "H", "H", "H", "H", "H", "H", "S", "P", "S", "C", "C", "C", "C", "C", "C", "C", "C", "C", "C", "C", "C", "H", "H", "H", "H", "H", "H", "H", "H", "H", "H", "N", "C", "C", "N", "C", "C", "N", "H", "H", "H", "H", "H"],
  "coordinates": [[1.2183, -0.1776, -0.8020], [4.7176, -6.5390, -0.7810], [4.0583, -6.1904, 0.1956], [3.6429, -6.7885, 1.1833], [3.6405, -4.6535, 0.1515], [4.0644, -3.8511, -0.8963], [3.6545, -2.5219, -0.9388], [2.8084, -2.0288, -0.0323], [2.3947, -2.7858, 0.9829], [2.8271, -4.1034, 1.1281], [1.5255, -2.1115, 1.9610], [0.8952, -2.7992, 3.0026], [0.1954, -2.0837, 3.9559], [0.1483, -0.7002, 3.8592], [0.7706, -0.1065, 2.7745], [1.4301, -0.7820, 1.8494], [4.1011, -1.5644, -1.9649], [5.0620, -1.8788, -2.9301], [5.4538, -0.9046, -3.8298], [4.8852, 0.3599, -3.7539], [3.9363, 0.5854, -2.7716], [3.5572, -0.3456, -1.9138], [4.6858, -4.3157, -1.6454], [2.5558, -4.7279, 1.9635], [0.9425, -3.8753, 3.0555], [-0.2992, -2.5909, 4.7717], [-0.3539, -0.0991, 4.6015], [0.7553, 0.9692, 2.6413], [5.5033, -2.8606, -2.9667], [6.1985, -1.1248, -4.5806], [5.1715, 1.1480, -4.4323], [3.4479, 1.5466, -2.6524], [1.4376, 3.7138, 0.9634], [0.7465, 3.1754, -0.0516], [1.2944, 2.4923, -0.9027], [-0.7335, 3.5025, -0.0918], [-1.5582, 2.2890, -0.4868], [2.4190, 3.4895, 1.0362], [0.9881, 4.1881, 1.7261], [-0.8737, 4.2820, -0.8460], [-1.0675, 3.8890, 0.8710], [-1.1429, 1.8219, -1.3801], [-2.6008, 2.5623, -0.6558], [-2.3165, 3.4077, 3.0527], [-2.8835, 1.7598, 2.1759], [-1.5087, 0.9478, 0.7620], [-4.4480, 1.9081, 1.2369], [-4.6778, 1.2340, 0.0440], [-5.8652, 1.4386, -0.6342], [-6.8316, 2.2820, -0.1124], [-6.6119, 2.9291, 1.0923], [-5.4174, 2.7508, 1.7643], [-3.1991, 0.3797, 3.3196], [-3.1146, 0.6216, 4.6830], [-3.3933, -0.3941, 5.5794], [-3.7564, -1.6464, 5.1127], [-3.8509, -1.8820, 3.7493], [-3.5812, -0.8698, 2.8464], [-3.9341, 0.5574, -0.3546], [-6.0301, 0.9453, -1.5793], [-7.7543, 2.4391, -0.6494], [-7.3661, 3.5834, 1.5000], [-5.2214, 3.2626, 2.6963], [-2.8424, 1.6107, 5.0242], [-3.3332, -0.2093, 6.6407], [-3.9772, -2.4384, 5.8136], [-4.1443, -2.8580, 3.3918], [-3.6708, -1.0380, 1.7828], [2.8122, -0.2056, -6.1562], [1.9143, 0.5336, -5.4612], [1.3562, 0.0804, -4.2483], [0.5750, 0.8421, -3.5134], [0.3099, 2.0673, -3.9705], [0.8180, 2.5007, -5.1836], [1.6184, 1.7498, -5.9261], [2.9054, -1.1889, -5.9695], [3.0899, 0.1381, -7.0601], [1.5631, -0.9193, -3.8810], [-0.3142, 2.6977, -3.3528], [0.5777, 3.4783, -5.5824]],
  "lowdin_charge": [0.935, -0.025, -0.706, -0.020, -0.061, 0.060, -0.210, 0.045, -0.211, 0.065, -0.221, 0.010, -0.044, -0.053, -0.192, 0.031, -0.208, 0.011, -0.052, -0.062, -0.152, 0.026, 0.111, 0.113, 0.113, 0.111, 0.100, 0.089, 0.113, 0.112, 0.109, 0.113, 0.204, -0.568, -0.092, -0.181, -0.483, 0.125, 0.109, 0.135, 0.021, 0.039, 0.071, 0.282, 0.291, 0.612, -0.370, -0.122, -0.072, -0.075, -0.071, -0.096, -0.383, -0.122, -0.075, -0.075, -0.070, -0.085, 0.083, 0.107, 0.105, 0.106, 0.087, 0.064, 0.107, 0.107, 0.109, 0.101, 0.143, -0.381, -0.130, 0.022, -0.142, -0.120, 0.123, 0.105, 0.106, 0.104, 0.092, 0.105],
  "gap_ha": 0.2642,
  "e_lumo_ev": -0.2413,
  "homo_ev": -7.429,
  "fmax_ev_per_a": 1.1
}